{
  "formula": "C12H14BeClIN2",
  "method": "ωB97M-V/def2-TZVPD",
  "species": ["C", "C", "H", "H", "H", "H", "H", "H", "C", "C", "C", "C", "H", "H", "H", "H", "N", "C", "C", "N", "C", "C", "C", "H", "H", "C", "H", "H", "Be", "I", "Cl"],
  "positions_angstrom": [[0.2281, 1.2572, 2.6580], [0.6775, -1.2873, 2.7573], [1.2449, 1.6507, 2.7603], [-0.0950, 0.8475, 3.6057], [-0.4579, 2.0559, 2.3823], [0.6923, -2.3569, 2.5175], [1.2796, -1.0964, 3.6509], [-0.3642, -0.9028, 2.9032], [0.1915, 2.5995, 0.0222], [0.2600, 3.4482, -1.0860], [0.1604, 2.9009, -2.3602], [0.0025, 1.5185, -2.4975], [0.3338, 2.9543, 1.0430], [0.3787, 4.5128, -0.8980], [0.2127, 3.5420, -3.2299], [-0.0291, 1.0148, -3.4544], [-0.0126, 1.2853, -0.1104], [-0.1257, 0.7290, -1.3433], [-0.2895, -0.7273, -1.3272], [-0.2854, -1.2761, -0.0841], [-0.3744, -2.6053, 0.0591], [-0.4907, -2.9102, -2.3265], [-0.4602, -3.4574, -1.0468], [-0.3469, -2.9788, 1.0862], [-0.5201, -4.5263, -0.8601], [-0.3825, -1.5276, -2.4759], [-0.3620, -1.0252, -3.4343], [-0.5939, -3.5511, -3.1899], [-0.5012, 0.0842, 1.0148], [2.3265, -0.3490, 1.7314], [-2.2972, 0.1771, 1.5327]],
  "atomic_forces_ev_per_a": [[-1.050, 0.715, -1.099], [0.915, -1.340, 1.283], [-0.435, 0.355, 0.117], [-0.156, 0.193, 0.374], [-0.204, 0.435, 0.678], [0.368, 0.250, 0.255], [-1.203, -0.746, 0.633], [1.361, -0.164, -0.781], [0.162, -0.189, -0.265], [-0.064, -0.383, 0.370], [-0.032, -0.358, 0.250], [-0.131, -0.408, 0.673], [-0.186, -0.102, -0.412], [0.040, -0.231, -0.251], [0.029, -0.076, -0.049], [-0.032, 0.358, -0.115], [-0.638, -0.223, -1.777], [0.650, 1.817, -0.204], [0.115, -1.452, -0.057], [-0.147, 0.058, -0.871], [0.088, 0.241, -0.429], [0.101, 0.388, 0.304], [-0.084, 0.329, 0.525], [-0.184, 0.099, -0.579], [-0.003, 0.201, -0.209], [-0.012, 0.311, 0.777], [-0.096, -0.353, -0.062], [0.057, -0.001, -0.059], [1.402, 2.023, 2.312], [1.016, -1.406, -1.254], [-1.647, -0.344, -0.075]],
  "multiplicity": 1,
  "gap_ev": 4.968,
  "de_lowest_kj_mol": 300.2,
  "homo_ev": -5.993,
  "fmax_ev_per_a": 3.4
}